Record 1
The following is a quantum chemistry calculation of a 8-piece molecular cluster, C33H40N8 overall in a non-equilibrium geometry, from OMol25.

Values from the calculation:
Orbital gap, eV: 8.37
LUMO energy, eV: 0.3
HOMO energy, eV: -8.03
DFT total energy, eV: -46785.9112
SMILES: c1cc[nH]c1.c1cc[nH]c1.c1cc[nH]c1.c1cc[nH]c1.c1cc[nH]c1.c1cc[nH]c1.c1cc[nH]c1.c1ccncc1
ΔE to the lowest compared entry with this formula, charge and spin, eV: 2.315

```
81
C33H40N8 | OMol25 | ωB97M-V/def2-TZVPD
N 7.121 -0.734 -2.893
C 5.844 -0.324 -3.216
C 5.660 0.917 -2.675
C 6.843 1.326 -2.024
C 7.749 0.243 -2.171
H 7.559 -1.630 -3.053
H 5.150 -0.875 -3.833
H 4.832 1.595 -2.821
H 6.969 2.167 -1.358
H 8.747 0.100 -1.784
N -0.583 1.738 8.806
C -0.909 3.075 8.498
C -1.750 3.093 7.376
C -1.756 1.764 6.911
C -1.054 0.938 7.769
H -0.214 1.470 9.707
H -0.559 3.901 9.099
H -2.135 3.950 6.843
H -2.194 1.400 5.993
H -0.947 -0.135 7.838
N 2.946 3.025 -10.070
C 1.942 2.518 -9.307
C 0.803 2.390 -10.026
C 1.175 2.790 -11.326
C 2.487 3.157 -11.333
H 3.926 3.179 -9.878
H 2.038 2.350 -8.244
H -0.175 2.156 -9.632
H 0.575 2.797 -12.223
H 3.170 3.520 -12.086
N -5.471 -6.197 -3.446
C -6.516 -7.052 -3.157
C -7.186 -6.525 -2.075
C -6.673 -5.261 -1.785
C -5.474 -5.159 -2.533
H -4.759 -6.408 -4.130
H -6.730 -7.865 -3.835
H -8.004 -7.048 -1.603
H -6.960 -4.626 -0.959
H -4.721 -4.389 -2.611
N 4.438 1.328 5.871
C 5.068 1.669 4.718
C 6.243 0.946 4.686
C 6.374 0.108 5.731
C 5.190 0.282 6.491
H 3.577 1.731 6.210
H 4.695 2.396 4.011
H 7.023 1.012 3.942
H 7.161 -0.573 6.021
H 4.745 -0.205 7.346
N -7.223 0.992 1.937
C -6.239 1.169 1.045
C -6.408 2.355 0.397
C -7.691 2.856 0.806
C -8.219 1.937 1.710
H -7.389 0.217 2.563
H -5.467 0.447 0.823
H -5.761 2.710 -0.391
H -8.231 3.713 0.431
H -9.196 1.931 2.169
N 2.079 -5.405 2.620
C 1.025 -6.189 2.350
C -0.091 -5.365 2.360
C 0.215 -4.070 2.767
C 1.641 -4.122 2.876
H 3.038 -5.669 2.449
H 1.148 -7.241 2.139
H -1.097 -5.707 2.166
H -0.449 -3.221 2.828
H 2.430 -3.429 3.131
N -0.596 1.747 -2.455
C -0.736 3.082 -2.727
C -0.464 4.110 -1.838
C -0.136 3.784 -0.560
C 0.080 2.423 -0.231
C -0.248 1.449 -1.180
H -1.131 3.256 -3.717
H -0.699 5.094 -2.215
H 0.104 4.533 0.179
H 0.385 2.158 0.771
H 0.044 0.429 -0.982
```

Record 2
The following is a quantum chemistry calculation of a 29-piece molecular cluster, H58O29 overall, from OMol25.

Values from the calculation:
Orbital gap, eV: 9.78
LUMO energy, eV: -0.3
HOMO energy, eV: -10.13
DFT total energy, eV: -60321.0045
ΔE to the lowest compared entry with this formula, charge and spin, eV: 4.351

```
87
H58O29 | OMol25 | ωB97M-V/def2-TZVPD
O -6.038 10.019 -6.114
H -5.806 9.455 -5.376
H -6.146 9.418 -6.851
O -9.350 19.324 -8.248
H -9.618 18.424 -8.431
H -10.087 19.701 -7.767
O -5.326 17.123 -7.438
H -5.098 16.225 -7.679
H -4.497 17.515 -7.164
O -6.959 9.580 -8.673
H -7.146 8.864 -9.280
H -7.310 10.359 -9.105
O -9.728 10.425 -8.068
H -8.883 9.981 -7.993
H -9.742 10.764 -8.963
O -7.703 15.304 -7.606
H -6.939 15.874 -7.514
H -7.338 14.422 -7.669
O -7.174 15.692 -10.727
H -7.938 15.590 -10.159
H -7.006 16.634 -10.735
O -6.680 19.597 -6.922
H -7.317 19.698 -7.630
H -6.237 18.770 -7.115
O -10.186 12.408 -6.274
H -9.665 12.840 -5.597
H -9.706 12.570 -7.086
O -3.897 19.612 -6.390
H -3.141 20.122 -6.101
H -4.301 19.300 -5.580
O -10.136 14.313 -8.916
H -10.505 15.162 -9.160
H -9.444 14.523 -8.289
O -10.902 11.918 -10.219
H -11.549 12.380 -10.752
H -10.660 12.546 -9.538
O -4.678 15.149 -5.680
H -4.334 15.958 -5.301
H -4.369 14.459 -5.093
O -6.007 18.191 -12.735
H -6.564 17.781 -13.396
H -6.272 17.782 -11.911
O -7.740 18.343 -10.389
H -6.890 18.759 -10.531
H -8.228 18.970 -9.855
O -5.750 11.727 -3.798
H -6.152 12.051 -4.604
H -6.304 10.993 -3.532
O -7.632 17.087 -2.938
H -6.728 17.394 -2.856
H -7.954 17.047 -2.038
O -7.816 14.874 -4.547
H -8.032 15.790 -4.368
H -7.599 14.856 -5.479
O -8.112 11.248 -10.684
H -8.544 11.258 -11.538
H -7.503 11.986 -10.714
O -9.461 15.722 -12.438
H -8.932 16.489 -12.658
H -8.836 14.998 -12.410
O -8.708 19.204 -4.519
H -9.082 18.922 -5.353
H -8.371 18.401 -4.123
O -11.451 17.677 -8.409
H -11.893 16.947 -7.977
H -11.840 18.459 -8.016
O -6.324 12.982 -7.028
H -6.253 12.038 -7.168
H -5.430 13.308 -7.136
O -9.008 12.616 -3.100
H -8.354 13.310 -3.187
H -8.518 11.806 -3.244
O -6.301 13.221 -11.218
H -5.780 13.287 -12.018
H -6.688 14.090 -11.112
O -6.045 19.587 -3.469
H -6.374 20.309 -2.933
H -6.607 19.588 -4.244
O -8.893 10.158 -4.968
H -9.003 9.407 -5.550
H -9.574 10.774 -5.240
O -3.985 17.432 -4.076
H -4.563 18.195 -4.072
H -4.391 16.821 -3.460
O -3.379 18.405 -9.333
H -4.238 18.748 -9.578
H -3.004 19.080 -8.767
```

Record 3
The following is a quantum chemistry calculation of one molecule with the formula C22H24N2O6, from OMol25.

Values from the calculation:
Orbital gap, eV: 8.16
LUMO energy, eV: 0.6
HOMO energy, eV: -7.58
DFT total energy, eV: -38468.4573
SMILES: COc1cc2cc(C(=O)N[C@@H](Cc3ccccc3)C(=O)O)n(C)c2c(OC)c1OC
ΔE to the lowest compared entry with this formula, charge and spin, eV: 2.617

```
54
C22H24N2O6 | OMol25 | ωB97M-V/def2-TZVPD
C -6.060 -1.644 -2.055
H -5.648 -1.294 -3.007
O -5.742 -0.769 -1.003
C -4.417 -0.569 -0.704
C -3.382 -1.167 -1.386
C -2.068 -0.864 -1.024
C -0.811 -1.291 -1.510
C 0.149 -0.652 -0.763
N -0.449 0.173 0.159
C -1.805 0.060 0.012
C -2.853 0.660 0.722
C -4.158 0.317 0.378
O -5.167 0.910 1.106
C -6.226 0.092 1.561
H -5.860 -0.884 1.891
H -6.985 -0.050 0.789
H -6.660 0.621 2.409
O -2.558 1.507 1.771
C -3.098 2.813 1.697
H -2.738 3.329 2.586
H -2.739 3.333 0.800
H -4.189 2.803 1.690
C 0.214 1.130 1.003
H 0.191 0.811 2.048
H -0.292 2.092 0.936
H 1.245 1.255 0.675
C 1.599 -0.883 -0.887
O 2.159 -1.031 -1.955
N 2.273 -0.942 0.301
H 1.759 -1.070 1.160
C 3.660 -1.330 0.337
C 3.837 -2.518 1.261
O 3.016 -2.883 2.060
O 5.029 -3.096 1.119
H 5.126 -3.841 1.735
H 3.949 -1.601 -0.684
C 4.559 -0.173 0.836
C 4.288 1.070 0.035
C 4.622 1.125 -1.312
C 4.327 2.249 -2.062
C 3.696 3.332 -1.475
C 3.367 3.289 -0.131
C 3.660 2.162 0.618
H 3.405 2.136 1.669
H 2.878 4.132 0.336
H 3.461 4.207 -2.062
H 4.586 2.277 -3.110
H 5.111 0.283 -1.778
H 4.351 0.011 1.892
H 5.600 -0.482 0.732
H -0.623 -1.996 -2.294
H -3.558 -1.852 -2.199
H -7.148 -1.647 -2.113
H -5.706 -2.660 -1.856
```